Record 1
Density functional theory data (ωB97M-V/def2-TZVPD) for a molecular structure, C28H40N9O5 at a distorted geometry.

Output
Energy above the lowest of the compared OMol25 structures with the same formula, charge and spin in eV: 28.694
HOMO level in Ha: -0.3672
Energy in a.u.: -1958.7242
Net charge: +1

CARTESIAN COORDINATES (ANGSTROEM)
C1 -7.8349 -1.9645 2.3034
H1 -7.3500 -2.9783 2.4051
H2 -7.4290 -1.2193 3.0121
H3 -8.9111 -2.0128 2.0859
O1 -7.3490 -1.6459 0.8300
C2 -6.1245 -1.3780 0.9542
O2 -5.3718 -1.6398 1.9533
C3 -5.7017 -0.7754 -0.6127
N1 -4.6523 0.1741 -0.5278
C4 -3.3544 -0.0347 0.1430
C5 -2.7154 1.2864 -0.3004
N2 -3.5731 1.8986 -1.2371
N3 -4.5833 1.0556 -1.3140
C6 -1.2076 1.3975 -0.1632
C7 -0.6398 2.5036 -0.6707
C8 0.6851 2.6060 -0.3979
C9 1.5833 1.3690 -0.1904
C10 0.9171 0.2567 0.1541
C11 -0.3276 0.3284 0.0695
H4 -0.9259 -0.6611 0.5312
C12 1.6954 -0.8956 0.1526
C13 2.9751 -0.9832 0.6505
N4 3.2703 -2.2965 0.5549
N5 2.1013 -2.9964 0.4450
N6 1.2371 -1.9750 -0.1295
C14 4.5796 -3.1009 0.7494
C15 5.0195 -2.9245 2.1534
O3 4.6631 -1.6164 2.7265
O4 5.8462 -3.6288 2.6803
H5 6.3184 -3.3904 3.5112
H6 4.2743 -4.0806 0.6911
C16 5.5475 -2.8202 -0.4091
H7 6.4769 -3.3778 -0.0384
H8 5.8566 -1.8778 -0.1964
C17 5.1030 -3.1117 -1.7274
C18 4.7488 -4.2916 -1.9127
H9 5.5160 -5.1689 -1.7952
H10 4.5288 -4.6484 -2.7415
H11 3.7703 -4.6849 -1.4008
C19 6.1768 -2.5596 -2.5674
H12 7.2241 -3.4148 -2.3177
H13 6.4673 -1.5847 -2.2769
H14 5.8934 -2.8486 -3.6695
H15 4.2424 -2.5281 -1.9405
H16 3.7700 -0.3148 0.6158
H17 2.7751 1.5608 -0.3356
C20 1.5404 3.7650 -0.9696
O5 2.4379 3.6138 -1.8436
N7 1.1076 5.1502 -0.5993
C21 0.1881 5.3179 0.7680
H18 -0.0388 4.3494 1.0373
C22 1.2485 5.9395 1.7391
H19 0.8263 6.1686 2.5877
N8 1.9201 7.0318 1.4372
H20 0.3359 -2.5510 0.0142
H21 1.1998 7.9398 1.4180
C23 2.5581 6.8340 0.0357
C24 1.6175 6.2834 -0.9345
H22 2.3152 6.1193 -1.8491
H23 1.0492 6.9645 -0.9771
H24 3.0564 7.7730 -0.3265
H25 3.4594 6.2073 0.4159
H26 2.0685 5.1977 1.9870
H27 -0.6751 5.8878 0.6076
H28 -1.2334 3.2318 -0.8128
H29 -3.1531 -0.8118 0.9211
H30 -6.5233 -0.3706 -0.8789
C25 -5.2257 -1.8583 -1.2823
C26 -4.5400 -3.1363 -0.6757
C27 -3.2307 -3.5031 -1.2599
H31 -3.5571 -3.3947 -2.5868
C28 -1.9027 -2.8063 -1.4308
N9 -1.2731 -3.1553 -0.3542
H32 -0.9690 -3.8938 -0.5271
H33 -1.7052 -3.1552 0.4742
H34 -2.0568 -1.6942 -1.5820
H35 -1.3996 -2.9083 -2.4413
H36 -3.0588 -4.6006 -1.4863
H37 -3.7511 -2.5940 -0.0080
H38 -5.0169 -3.9486 -0.3531
H39 -6.2776 -2.4356 -1.7081
H40 -4.6766 -1.6539 -2.2800

Record 2
Density functional theory data (ωB97M-V/def2-TZVPD) for a molecular structure, C52H41AuN9OP at a distorted geometry.

Output
Spin multiplicity: 3
Energy above the lowest of the compared OMol25 structures with the same formula, charge and spin in eV: 0.327
HOMO level (spin up / spin down) in Ha: -0.4390 / -0.4373
Expectation value of S²: 2.031
Energy in a.u.: -3050.7424
Net charge: +2

CARTESIAN COORDINATES (ANGSTROEM)
Au1 -0.1709 -0.4864 -0.1690
C1 1.1796 1.4570 5.0095
N1 0.5596 0.5884 4.0204
C2 0.6975 0.6806 2.6747
N2 -0.0074 -0.2832 2.0939
C3 -0.6007 -1.0365 3.0682
C4 -0.2634 -0.4719 4.2926
C5 -0.6553 -0.9414 5.6239
C6 -1.1968 -0.0735 6.5727
C7 -1.6796 -0.5702 7.7723
C8 -1.6156 -1.9298 8.0396
C9 -1.0508 -2.7946 7.1112
C10 -0.5807 -2.3071 5.9051
C11 -1.4886 -2.1594 2.7394
C12 -1.0772 -3.1270 1.8223
C13 -1.9542 -4.1146 1.4080
C14 -3.2454 -4.1490 1.9121
C15 -3.6497 -3.2085 2.8508
C16 -2.7763 -2.2186 3.2704
P1 1.7647 1.8467 1.7643
C17 2.5080 0.6364 0.6153
N3 1.8543 -0.1845 -0.1981
C18 2.7590 -0.9035 -0.9268
C19 4.0229 -0.5004 -0.5354
N4 3.8384 0.4641 0.4256
C20 4.9004 1.1850 1.1136
C21 5.3337 -0.9539 -1.0123
C22 5.6242 -0.9137 -2.3761
C23 6.8561 -1.3486 -2.8341
C24 7.7995 -1.8423 -1.9429
C25 7.5130 -1.8900 -0.5861
C26 6.2874 -1.4435 -0.1196
C27 2.3071 -1.9401 -1.8584
C28 1.1350 -1.7407 -2.5983
C29 0.6283 -2.7495 -3.4033
C30 1.3051 -3.9545 -3.5084
C31 2.4926 -4.1424 -2.8124
C32 2.9931 -3.1457 -1.9908
C33 0.5719 2.5882 0.5635
N5 -0.1472 1.9657 -0.3452
C34 -0.7796 2.9253 -1.1041
C35 -0.4154 4.1992 -0.5839
N6 0.4425 3.9530 0.4314
C36 1.0762 4.9768 1.2538
C37 -0.8796 5.5450 -0.9131
C38 -2.2392 5.8416 -0.7545
C39 -2.7179 7.0925 -1.0963
C40 -1.8518 8.0496 -1.6124
C41 -0.4998 7.7639 -1.7564
C42 -0.0078 6.5199 -1.3992
C43 -1.6150 2.6328 -2.2402
C44 -2.0299 1.3097 -2.5149
C45 -2.8834 1.0330 -3.5511
C46 -3.3558 2.0708 -4.3620
C47 -2.9298 3.3802 -4.1394
C48 -2.0547 3.6605 -3.1173
H1 2.1263 1.8286 4.6240
H2 1.3585 0.8943 5.9220
H3 0.5357 2.3039 5.2449
H4 -1.2806 0.9848 6.3557
H5 -2.1238 0.1027 8.4934
H6 -2.0140 -2.3161 8.9680
H7 -0.9863 -3.8525 7.3271
H8 -0.1499 -2.9803 5.1748
H9 -0.0534 -3.1215 1.4603
H10 -1.6329 -4.8563 0.6889
H11 -3.9368 -4.9106 1.5784
H12 -4.6532 -3.2404 3.2540
H13 -3.0954 -1.4677 3.9831
H14 5.7580 1.2792 0.4531
H15 5.2083 0.6558 2.0143
H16 4.5495 2.1756 1.3907
H17 4.8847 -0.5351 -3.0710
H18 7.0818 -1.3025 -3.8910
H19 8.7562 -2.1927 -2.3056
H20 8.2414 -2.2824 0.1106
H21 6.0584 -1.5082 0.9377
H22 0.6786 -0.7533 -2.6264
H23 -0.2848 -2.5862 -3.9605
H24 0.9154 -4.7411 -4.1398
H25 3.0254 -5.0797 -2.9002
H26 3.9069 -3.3073 -1.4343
H27 0.3881 5.8074 1.3938
H28 1.9790 5.3545 0.7758
H29 1.3370 4.5583 2.2208
H30 -2.9069 5.0814 -0.3665
H31 -3.7686 7.3156 -0.9700
H32 -2.2328 9.0191 -1.9029
H33 0.1731 8.5101 -2.1564
H34 1.0422 6.2897 -1.5351
H35 -1.7089 0.4998 -1.8851
H36 -3.1997 0.0139 -3.7317
H37 -4.0362 1.8552 -5.1752
H38 -3.2854 4.1786 -4.7760
H39 -1.6894 4.6672 -3.0094
N7 -3.0498 0.7001 0.8747
C49 -3.1685 -0.3147 -0.0138
O1 -2.1505 -0.9962 -0.3927
C50 -4.4371 -0.6104 -0.5391
C51 -4.5342 -1.6540 -1.4860
N8 -4.5548 -2.5094 -2.2599
C52 -5.5557 0.1457 -0.1401
N9 -6.4156 0.8227 0.2281
H40 -2.1602 0.8849 1.3020
H41 -3.8602 1.2254 1.1597

Record 3
Density functional theory data (ωB97M-V/def2-TZVPD) for a single C2H4N4 molecule.

Output
Energy above the lowest of the compared OMol25 structures with the same formula, charge and spin in eV: 3.637
SMILES string: [H]/N=N/C=N\N=C
HOMO level in Ha: -0.3315
Energy in a.u.: -297.5107

CARTESIAN COORDINATES (ANGSTROEM)
C1 -1.7132 0.4628 0.6837
N1 -0.6241 0.8118 0.1387
N2 0.5408 0.7333 0.8304
C2 1.5087 0.0982 0.2849
N3 1.4577 -0.5076 -0.9914
N4 0.3675 -1.0604 -1.2245
H1 -1.7899 0.0201 1.6780
H2 0.3697 -1.3156 -2.2222
H3 -2.6134 0.5927 0.0886
H4 2.4964 0.1648 0.7337

The lowest energy above the lowest of the compared OMol25 structures with the same formula, charge and spin belongs to which entry?
C52H41AuN9OP

The lowest energy belongs to which entry?
C52H41AuN9OP

Look up the energy above the lowest of the compared OMol25 structures with the same formula, charge and spin of the first one.
28.694 eV

What did the third record say?
Density functional theory data (ωB97M-V/def2-TZVPD) for a single C2H4N4 molecule.

Output
Energy above the lowest of the compared OMol25 structures with the same formula, charge and spin in eV: 3.637
SMILES string: [H]/N=N/C=N\N=C
HOMO level in Ha: -0.3315
Energy in a.u.: -297.5107

CARTESIAN COORDINATES (ANGSTROEM)
C1 -1.7132 0.4628 0.6837
N1 -0.6241 0.8118 0.1387
N2 0.5408 0.7333 0.8304
C2 1.5087 0.0982 0.2849
N3 1.4577 -0.5076 -0.9914
N4 0.3675 -1.0604 -1.2245
H1 -1.7899 0.0201 1.6780
H2 0.3697 -1.3156 -2.2222
H3 -2.6134 0.5927 0.0886
H4 2.4964 0.1648 0.7337